# C54H78Br6N4O29

A molecular structure, C54H78Br6N4O29 in a non-equilibrium geometry (wB97M-V/def2-TZVPD, the Open Molecules 2025 dataset).

Geometry (Å):
C -2.1196 2.3586 -2.5307
C -3.1483 3.3188 -2.4805
C -3.3418 3.9373 -3.7263
C -2.7303 3.5545 -4.9258
C -1.8172 2.5246 -4.8323
C -1.4026 1.9859 -3.6216
N -3.1207 4.2191 -6.1982
O -4.0278 5.0457 -6.0619
O -2.5271 3.9452 -7.2159
H -1.8579 1.8821 -1.5975
H -3.5534 3.6711 -1.5434
H -4.0836 4.6973 -3.9226
H -1.4178 2.1187 -5.7500
H -0.6041 1.2594 -3.6543
C -4.6090 0.5273 -8.6266
C -3.9131 -0.4710 -7.9135
C -4.1482 -0.7528 -6.5882
C -5.1157 -0.0151 -5.9350
C -5.7717 1.0107 -6.5939
C -5.5215 1.3427 -7.9392
N -5.4842 -0.3600 -4.4888
O -6.2616 0.4825 -4.0266
O -4.9019 -1.3195 -3.9176
H -4.3243 0.6051 -9.6655
H -3.2637 -1.1831 -8.4009
H -3.6329 -1.5681 -6.1023
H -6.5675 1.4994 -6.0515
H -5.9216 2.2072 -8.4481
C -1.7676 -0.6088 5.9644
C -2.1025 -1.8734 6.1503
C -1.2622 -2.7498 6.6718
C 0.0504 -2.3285 7.0448
C 0.3777 -0.9967 6.8782
C -0.5461 -0.0597 6.3090
N 1.0251 -3.3241 7.5311
O 2.1636 -2.9835 7.8965
O 0.5932 -4.4793 7.5748
H -2.4289 0.0646 5.4393
H -3.0970 -2.2116 5.8991
H -1.6334 -3.7520 6.8275
H 1.2711 -0.6187 7.3528
H -0.4374 1.0133 6.3657
C 6.1225 7.9649 0.5291
C 5.4526 6.9443 -0.0846
C 6.1506 6.0307 -0.8279
C 7.4972 6.1792 -0.8976
C 8.1984 7.2456 -0.3174
C 7.4313 8.1424 0.4375
N 8.3172 5.1598 -1.6183
O 9.1205 5.5385 -2.4309
O 8.0234 4.0261 -1.3937
H 5.5110 8.5675 1.1845
H 4.3895 6.7564 -0.1128
H 5.5554 5.2496 -1.2774
H 9.2666 7.2707 -0.4746
H 7.8477 9.0003 0.9445
C 3.5126 0.8932 1.7129
C 2.5920 0.0815 0.8860
O 1.2191 0.0582 1.3484
C 0.4247 -0.9077 1.0182
O 0.7233 -1.7454 0.1460
O -0.7472 -0.7085 1.6943
C -1.8329 -1.5898 1.4418
H 4.5715 0.6770 1.5709
H 3.2563 0.5751 2.7235
H 3.3702 1.9615 1.5499
H 2.8918 -0.9654 0.9337
H 2.6999 0.2011 -0.1920
H -2.2163 -1.2739 0.4716
H -2.6000 -1.2339 2.1295
H -1.7367 -2.6755 1.4347
C -4.8860 -6.7185 -7.1822
C -3.8871 -7.6863 -6.5626
O -3.3896 -7.0833 -5.2773
C -2.2328 -7.4494 -4.7523
O -1.5623 -8.3224 -5.2005
O -1.7049 -6.4778 -3.9883
C -2.4659 -5.3551 -3.4468
H -5.2650 -7.1548 -8.1064
H -4.3627 -5.8254 -7.5236
H -5.7308 -6.4255 -6.5588
H -2.9535 -7.8807 -7.0904
H -4.3323 -8.6167 -6.2100
H -2.4627 -4.3986 -3.9696
H -2.1235 -5.0029 -2.4738
H -3.5424 -5.5155 -3.3871
C 5.0192 1.4800 -4.8272
C 4.4326 0.7252 -6.0276
O 3.4631 -0.1568 -5.5279
C 3.7097 -1.4681 -5.3343
O 4.8209 -2.0200 -5.5020
O 2.6872 -2.0158 -4.5493
C 2.8306 -3.2069 -3.8346
H 4.1862 1.7057 -4.1614
H 5.5820 2.3162 -5.2421
H 5.7775 0.9499 -4.2510
H 5.1957 0.1618 -6.5645
H 4.0056 1.4000 -6.7695
H 1.8868 -3.7247 -4.0060
H 2.9471 -3.0029 -2.7703
H 3.6838 -3.7110 -4.2885
C -0.2909 5.8743 3.7583
C 1.2192 5.7060 3.7651
O 2.0620 6.4946 4.5087
C 2.1203 7.9218 4.2756
O 1.5222 8.4905 3.3934
O 2.9058 8.4749 5.1558
C 3.2487 9.8372 5.0983
H -0.6808 5.3589 2.8806
H -0.6126 6.8967 3.5604
H -0.6344 5.6037 4.7567
H 1.5280 5.7177 2.7199
H 1.4832 4.7417 4.1994
H 2.3222 10.4096 5.1425
H 3.8754 9.9613 4.2151
H 3.7593 10.1332 6.0147
C -9.1694 -2.7049 -0.8149
C -9.5047 -1.5854 0.1862
O -9.6533 -2.1661 1.5153
C -8.5421 -2.5738 2.2694
O -7.3880 -2.3327 1.9832
O -8.9612 -3.3202 3.2609
C -8.1098 -3.7754 4.2799
H -8.1374 -2.9404 -0.5550
H -9.1257 -2.3379 -1.8404
H -9.7834 -3.5984 -0.7025
H -10.3848 -1.0320 -0.1412
H -8.6717 -0.8847 0.2419
H -7.4994 -2.9604 4.6690
H -7.3866 -4.4838 3.8759
H -8.6599 -4.1851 5.1270
C 8.3848 4.1258 4.3043
C 7.0535 4.2298 5.0065
O 7.0514 5.4432 5.8803
C 7.7601 5.5274 7.0508
O 8.3386 4.5665 7.6524
O 7.5776 6.7527 7.6745
C 7.8173 6.8150 9.1137
H 9.1968 4.0783 5.0299
H 8.5785 5.0995 3.8545
H 8.4211 3.2972 3.5970
H 6.9702 3.3113 5.5875
H 6.3208 4.3332 4.2061
H 7.1098 6.2701 9.7387
H 8.0481 7.8208 9.4646
H 8.7992 6.3880 9.3176
C -6.6670 -7.7482 -1.1863
C -6.3644 -6.8125 -0.0222
O -5.8833 -7.3743 1.1861
C -4.5828 -7.2134 1.6683
O -3.6875 -6.7064 1.0385
O -4.5767 -7.7272 2.9044
C -3.3992 -7.7171 3.7193
H -7.0764 -7.2912 -2.0872
H -7.2864 -8.5701 -0.8274
H -5.7603 -8.2554 -1.5162
H -7.3207 -6.4576 0.3622
H -5.8429 -5.9425 -0.4212
H -2.6119 -8.3359 3.2888
H -3.5122 -8.2486 4.6642
H -3.0257 -6.7256 3.9750
C 8.5209 -1.0059 -1.0692
Br 8.3580 -2.4216 -2.4425
Br 10.4114 -0.3599 -0.8664
Br 7.9971 -1.8111 0.6931
H 7.9626 -0.0884 -1.2557
C 2.5247 -5.9907 1.0384
Br 1.3245 -7.3942 0.3689
Br 4.4345 -6.3396 0.4681
Br 2.2862 -5.7884 3.0617
H 2.1444 -5.0312 0.6880

Values from the calculation:
Calculated total energy   -19948.90141 Ha
Energy relative to the best compared isomer or geometry (same formula, charge and spin)   6.701 eV